[1]
This record from the Open Molecules 2025 dataset describes C30H47Cl2N4O6S2SiTi as an isolated structure in a non-equilibrium geometry. The level of theory is ωB97M-V with the def2-TZVPD basis set.

XYZ file:
```
93
Properties=species:S:1:pos:R:3:forces:R:3:mulliken_spin:R:1
C 3.527 -2.313 -5.770 -0.313 -0.653 0.069 0.00
C 2.856 -1.533 -6.861 -0.201 -0.096 -1.304 0.00
H 2.932 -3.178 -5.448 -0.032 0.187 0.226 0.00
H 3.747 -1.658 -4.917 -0.067 -0.309 -0.150 0.00
H 4.460 -2.733 -6.176 -0.151 0.183 0.325 0.00
C 2.979 -1.978 -8.144 0.421 0.720 0.741 0.00
C 3.298 -3.410 -8.468 0.445 -0.203 -0.126 0.00
H 3.018 -1.282 -9.002 -0.803 -0.477 0.612 0.00
H 2.726 -4.128 -7.856 0.216 0.367 -0.096 0.00
H 4.368 -3.635 -8.352 -0.056 -0.084 0.108 0.00
H 3.070 -3.625 -9.518 -0.059 0.078 0.145 0.00
Ti 1.616 0.016 -2.842 1.684 -0.338 -0.802 1.07
Cl 3.508 0.867 -3.758 0.457 0.507 0.126 -0.01
C 0.586 2.809 -2.126 -0.045 -2.064 -0.484 0.04
O 0.611 1.540 -2.316 -0.943 3.519 0.949 -0.01
N -0.551 3.490 -2.139 -0.145 -0.171 -0.043 0.02
C -1.869 2.846 -2.128 -0.067 -0.157 -0.316 0.00
C -0.503 4.899 -2.511 0.338 0.331 -0.068 0.00
H 1.517 3.395 -1.977 -0.424 -0.488 -0.259 0.00
H -1.997 2.237 -1.227 0.223 0.043 -0.181 0.00
H -2.030 2.219 -3.020 0.132 0.195 0.257 0.00
H -2.612 3.655 -2.120 0.192 -0.394 0.002 0.00
H 0.277 5.379 -1.913 -0.263 0.205 -0.071 0.00
H -1.489 5.351 -2.337 0.532 -0.054 0.108 0.00
H -0.243 5.024 -3.577 -0.212 -0.118 0.383 0.00
H -3.185 1.243 1.421 0.094 -0.211 0.036 0.00
H -1.886 2.226 4.099 -0.005 -0.321 -0.116 0.00
C -2.658 0.361 1.819 0.254 -0.092 0.175 0.00
C -1.692 1.144 3.984 0.334 0.230 -0.022 0.01
N -1.483 0.744 2.592 -0.578 0.249 -0.062 0.00
H -2.338 -0.275 0.987 -0.165 0.164 0.148 0.00
C -0.357 1.077 1.911 0.875 -0.505 -0.500 0.00
O -0.146 0.758 0.735 -0.659 0.619 1.056 -0.01
H -0.809 0.891 4.590 -0.277 0.041 -0.269 0.00
H 0.394 1.621 2.530 -0.179 -0.271 -0.363 0.00
H -3.334 -0.184 2.481 -0.004 -0.026 -0.208 0.00
H -2.559 0.600 4.373 0.264 0.078 -0.047 0.00
H -0.475 -3.884 0.591 -0.236 0.124 -0.211 0.00
H -0.361 -3.549 -3.276 -0.128 -0.014 0.120 0.00
C -1.306 -3.596 -0.070 0.054 0.097 0.370 0.00
C -1.172 -3.612 -2.548 -0.083 -0.417 -0.232 0.00
N -0.800 -2.970 -1.292 -0.089 0.528 -0.297 0.00
H -1.995 -2.946 0.503 0.283 -0.284 -0.419 0.00
C -0.106 -1.846 -1.334 0.749 -0.018 -1.244 -0.02
O 0.388 -1.434 -2.451 -2.092 -1.388 1.511 -0.01
H -2.065 -3.144 -2.977 0.210 -0.110 0.184 0.00
H 0.058 -1.288 -0.406 0.075 -0.075 -0.098 0.02
H -1.822 -4.509 -0.404 0.080 0.455 0.483 0.00
H -1.408 -4.649 -2.316 0.162 -0.025 -0.246 0.00
O 1.186 -0.355 -5.366 -0.775 -0.747 -2.043 0.03
C 2.227 -0.212 -6.424 0.696 0.830 0.591 -0.01
C 1.093 0.131 -8.663 -0.565 0.725 -0.331 0.00
C 1.822 0.690 -7.593 0.177 -0.543 -0.799 0.00
H 0.905 -0.949 -8.719 -0.259 0.713 0.378 0.00
C 0.592 0.950 -9.702 0.445 -0.461 0.333 0.00
H 3.030 0.310 -5.889 -0.278 -0.011 -0.319 0.00
C 2.253 2.030 -7.717 -0.735 -0.566 -0.178 0.00
H -0.110 0.525 -10.426 0.426 0.106 0.148 0.00
C 0.978 2.284 -9.787 -0.233 -0.461 0.740 0.00
C 1.800 2.811 -8.788 0.325 -0.063 0.176 0.00
H 2.935 2.433 -6.972 -0.247 0.069 0.010 0.00
H 0.601 2.908 -10.583 0.006 0.122 -0.057 0.00
H 2.073 3.861 -8.847 0.150 -0.116 0.037 0.00
Si -0.617 -0.598 -6.155 -1.014 3.570 0.342 0.01
Cl -0.349 -2.566 -6.738 0.967 -1.995 -0.018 0.00
C -1.811 -0.383 -7.740 -0.212 -0.766 -0.651 0.00
C -0.936 1.318 -6.199 1.034 0.976 1.073 0.00
C -1.640 -0.802 -4.574 -0.090 -0.816 -0.267 0.00
H -2.044 0.662 -8.007 0.143 -0.569 0.072 0.00
H -2.747 -0.852 -7.417 -0.157 -0.155 -0.177 0.00
H -1.479 -0.881 -8.661 -0.207 -0.164 0.219 0.00
H -1.504 -1.801 -4.153 -0.155 0.467 -0.053 0.00
H -2.693 -0.675 -4.862 0.161 0.014 0.093 0.00
H -1.375 -0.042 -3.839 -0.024 0.009 0.056 0.01
H -0.562 1.760 -7.129 -0.134 0.117 0.256 0.00
H -0.453 1.829 -5.358 0.052 0.397 0.190 0.00
H -2.033 1.488 -6.135 0.591 -0.166 0.021 0.00
O 2.536 2.974 2.345 0.203 0.305 0.033 0.02
S 3.512 1.918 2.137 -0.322 -2.586 -1.227 0.05
O 4.896 2.214 2.443 -0.385 0.375 -0.021 0.01
N 3.341 1.211 0.648 0.913 2.618 0.470 0.18
C 2.882 -0.020 0.661 -0.320 -0.280 1.211 0.29
S 2.693 -0.724 -0.927 0.125 -1.289 0.953 -0.05
C 2.602 -0.539 2.021 -0.100 0.226 -1.923 0.07
C 1.902 -1.655 2.503 -0.167 -0.590 0.647 0.09
C 1.550 -1.729 3.855 -0.028 -0.139 -0.475 -0.04
C 1.898 -0.711 4.759 0.081 0.497 0.592 0.18
C 2.630 0.391 4.303 -0.060 -0.322 -0.356 -0.07
C 2.950 0.441 2.954 0.087 1.272 1.296 0.12
H 1.664 -2.470 1.826 -0.131 0.060 0.022 0.01
H 0.979 -2.574 4.257 0.241 0.181 -0.400 0.00
H 1.574 -0.759 5.809 0.229 -0.093 -0.491 0.02
H 2.943 1.219 4.946 -0.257 -0.310 -0.075 0.00
```
Positions in Å, forces in eV/Å.

Results
multiplicity	3
charge	-1
Kohn-Sham gap (alpha / beta)	3.86 / 6.78	eV
highest occupied orbital energy (alpha / beta)	-1.96 / -4.88	eV



[2]
This record from the Open Molecules 2025 dataset describes C30H47ClP2Ru as an isolated structure in a non-equilibrium geometry. The level of theory is ωB97M-V with the def2-TZVPD basis set.

XYZ file:
```
81
Properties=species:S:1:pos:R:3:forces:R:3:mulliken_spin:R:1
Ru -0.255 -0.726 1.314 3.839 0.965 -0.930 1.86
C 1.562 1.414 1.435 -0.859 0.064 -0.598 0.12
C 0.221 1.502 1.944 0.809 -0.146 0.829 0.27
C 1.318 -0.269 2.994 -0.063 1.986 0.655 0.35
C 2.228 0.364 2.078 -0.795 -0.374 0.304 0.03
C 0.079 0.503 2.998 1.343 -0.584 0.311 -0.14
C 2.179 2.324 0.425 0.219 0.004 -0.369 0.00
H 1.445 3.018 0.010 0.112 0.008 0.082 0.00
H 2.611 1.763 -0.416 -0.092 0.079 0.212 0.00
H 3.000 2.915 0.860 -0.276 -0.123 -0.019 0.01
C 3.665 0.061 1.950 0.555 -0.343 -0.537 -0.01
H 4.013 0.236 0.923 -0.037 0.019 0.260 0.00
H 3.868 -0.983 2.189 0.057 0.035 0.018 0.00
H 4.285 0.683 2.616 -0.328 -0.068 -0.096 0.01
C 1.711 -1.206 4.071 0.050 -0.529 0.220 0.02
H 1.636 -0.741 5.068 -0.168 -0.092 -0.337 0.01
H 2.742 -1.549 3.968 -0.132 -0.001 -0.110 0.00
H 1.067 -2.092 4.049 0.048 -0.001 0.256 0.00
C -0.827 0.527 4.177 -0.266 0.056 0.549 0.06
H -0.299 0.816 5.107 -0.149 -0.044 -0.487 0.00
H -1.235 -0.478 4.340 -0.050 0.314 0.210 0.00
H -1.641 1.241 4.024 0.007 -0.196 0.134 0.00
C -0.748 2.598 1.692 -0.246 0.305 -0.416 0.04
H -0.747 3.365 2.480 0.148 -0.273 -0.006 0.01
H -1.773 2.224 1.627 0.039 0.053 0.018 -0.01
H -0.521 3.121 0.757 -0.088 -0.096 0.128 0.01
C 1.472 2.072 -4.044 0.935 0.685 -0.176 -0.02
C 1.240 3.134 -3.247 0.791 -0.218 -0.198 0.00
C 0.003 3.908 -2.871 -0.575 -0.050 -0.141 0.02
C -1.179 3.795 -3.903 1.126 0.416 1.623 0.04
C -1.768 2.435 -3.850 -1.037 1.358 -0.675 0.22
C -1.142 1.473 -3.135 1.800 -1.437 1.047 0.35
C -0.309 0.370 -3.703 -0.222 -0.874 0.051 0.05
C 0.661 1.012 -4.731 -1.323 0.018 0.162 0.06
H 0.271 4.967 -2.721 -0.081 -0.399 -0.294 0.00
H -0.770 3.978 -4.917 -0.323 -0.292 0.148 0.02
H -0.352 3.577 -1.878 -0.005 0.237 -0.208 0.01
H 0.056 1.365 -5.576 0.218 0.153 -0.019 0.00
H 2.520 1.926 -4.291 0.115 -0.011 0.513 0.00
H 2.163 3.553 -2.798 -0.617 -0.090 -0.492 0.00
H 1.313 0.234 -5.122 0.026 0.027 0.080 0.00
H 0.279 -0.129 -2.909 -0.502 0.415 -0.146 0.01
H -0.912 1.615 -2.074 0.088 0.575 -0.200 0.17
H -0.959 -0.409 -4.119 0.131 0.104 -0.415 0.00
H -1.886 4.602 -3.698 -0.339 -0.195 -0.255 0.05
H -2.698 2.241 -4.374 0.164 -0.262 -0.672 0.03
P -2.235 -0.389 -1.095 -2.300 -0.142 -1.532 0.05
C -3.123 -1.187 -2.579 0.477 -0.135 -0.287 0.03
C -3.700 0.768 -0.923 0.228 0.178 0.754 0.01
P -2.165 -1.495 1.680 -3.747 -1.710 -0.677 -0.14
C -2.648 -1.836 -0.082 -0.445 -0.012 1.100 0.02
C -3.401 -0.320 2.383 0.068 0.070 0.023 0.05
C -2.678 -3.102 2.398 0.523 -0.098 0.658 0.02
H -2.570 -2.090 -2.870 -0.173 0.100 -0.049 0.00
H -3.179 -0.535 -3.463 -0.047 -0.115 0.282 0.00
H -4.158 -1.480 -2.281 0.871 0.284 -0.182 0.00
H -4.650 0.217 -0.962 0.312 0.119 0.038 0.00
H -3.700 1.502 -1.739 0.093 -0.269 0.063 -0.01
H -3.668 1.345 0.002 -0.058 0.023 0.001 0.00
H -3.639 -3.441 1.995 0.139 0.336 -0.004 0.00
H -2.762 -3.042 3.492 0.039 0.003 -0.236 0.00
H -1.931 -3.867 2.168 -0.058 0.103 -0.009 -0.01
H -1.951 -2.606 -0.441 -0.233 0.008 0.211 0.01
H -3.677 -2.213 -0.201 0.247 0.242 -0.027 0.00
H -3.353 -0.382 3.488 -0.119 -0.005 -0.634 0.01
H -4.421 -0.563 2.036 0.450 0.103 0.182 0.00
H -3.130 0.713 2.091 -0.289 -0.567 0.161 -0.03
Cl 2.474 -0.935 -1.499 -0.165 0.269 -0.324 0.00
C 2.906 -2.170 -0.373 -0.089 -0.833 0.908 0.03
C 4.232 -2.573 -0.307 0.128 0.469 -0.232 -0.02
C 4.639 -3.483 0.663 0.554 -0.114 -0.438 0.04
C 3.702 -4.025 1.535 0.190 -0.245 0.416 -0.02
C 2.365 -3.664 1.444 0.366 0.185 -0.235 0.04
C 1.930 -2.740 0.474 0.014 -0.180 -0.046 0.06
C 0.483 -2.486 0.332 -0.318 0.016 0.090 0.21
H 4.937 -2.130 -1.020 -0.171 -0.257 0.377 0.00
H 5.701 -3.784 0.685 -0.772 0.155 0.124 0.00
H 4.035 -4.752 2.285 -0.234 0.321 -0.293 0.00
H 1.646 -4.108 2.130 0.021 0.060 -0.212 0.00
H -0.118 -3.400 0.488 0.338 0.387 0.309 0.00
H 0.219 -2.100 -0.653 0.109 0.075 -0.298 -0.01
```
Positions in Å, forces in eV/Å.

Results
multiplicity	5
charge	+2
Kohn-Sham gap (alpha / beta)	4.64 / 4.85	eV
highest occupied orbital energy (alpha / beta)	-12.09 / -13.18	eV



ΔE to the lowest compared entry with this formula, charge and spin (kJ/mol)
0.0, 0.0